62
Properties=species:S:1:pos:R:3:forces:R:3 method="wB97M-V/def2-TZVPD" relative_energy_kcal_mol=16.8 total_energy_ha=-1804.0679 mol_weight_g_mol=692.5 gap_ev=5.174 lumo_energy_ev=-6.94 total_charge=+2 spin_multiplicity=1 e_homo_ev=-12.12
Ta 0.418 0.135 0.209 0.27 1.05 0.78
C 2.472 2.978 13.109 0.11 -0.12 0.00
O 1.431 3.714 12.466 0.02 0.14 0.31
C 1.073 3.419 11.234 -0.24 -0.13 -0.60
C 0.042 4.208 10.683 0.10 0.01 0.33
C -0.376 3.997 9.404 0.08 -0.18 -0.34
C 0.200 2.972 8.618 0.47 -0.39 1.04
C 1.212 2.164 9.183 -0.30 0.02 -0.31
C 1.648 2.388 10.461 0.13 -0.02 0.31
N -0.212 2.907 7.335 -0.98 1.55 -1.63
N 0.074 1.983 6.562 0.90 -1.85 1.83
C 0.131 1.994 5.234 0.09 1.00 -1.22
C 0.746 3.065 4.546 -0.44 -0.31 0.71
C 0.969 3.033 3.185 -0.11 -0.38 -0.84
C 0.599 1.908 2.453 0.14 0.39 1.36
O 0.740 1.717 1.125 0.38 1.34 0.43
C 0.020 0.816 3.097 -0.09 0.01 -0.10
N -0.279 -0.253 2.272 -0.44 0.24 0.36
C -0.893 -1.310 2.836 0.13 0.03 -0.40
C -1.219 -1.361 4.173 -0.06 0.14 0.35
C -0.904 -0.289 5.008 -0.04 -0.30 -0.12
C -0.260 0.824 4.484 0.14 0.27 -0.14
H 2.590 3.430 14.088 -0.01 0.01 -0.01
H 3.407 3.057 12.553 -0.02 0.04 -0.01
H 2.196 1.928 13.221 -0.05 0.02 -0.01
H -0.395 4.980 11.302 0.02 0.01 -0.01
H -1.151 4.607 8.960 0.00 0.02 0.00
H 1.649 1.372 8.589 0.01 0.03 -0.01
H 2.429 1.768 10.876 0.00 0.03 -0.01
H 1.039 3.928 5.127 0.03 -0.01 -0.01
H 1.416 3.880 2.681 0.01 0.00 -0.01
H -1.114 -2.138 2.174 -0.01 -0.01 0.01
H -1.722 -2.232 4.565 0.03 -0.03 -0.02
H -1.152 -0.323 6.061 0.04 0.01 0.02
O 0.086 -1.597 -0.278 -0.69 -2.31 -0.68
C 0.767 -2.588 -0.916 0.79 -0.93 -0.26
C 0.163 -3.373 -1.883 -0.32 0.36 0.18
C 0.903 -4.314 -2.576 0.10 -0.05 0.04
C 2.244 -4.511 -2.276 -0.02 -0.06 -0.03
C 2.847 -3.744 -1.300 0.03 0.11 0.10
C 2.126 -2.763 -0.614 -0.26 -0.04 -0.06
C 2.775 -1.902 0.363 0.20 0.09 0.13
N 2.383 -0.670 0.739 -0.83 0.04 -0.60
C 3.328 -0.179 1.624 0.12 0.10 0.06
C 4.285 -1.118 1.791 -0.02 0.20 0.07
N 3.918 -2.186 1.005 -0.16 0.03 -0.16
H -0.884 -3.209 -2.104 0.00 -0.05 -0.04
H 0.438 -4.890 -3.365 -0.05 -0.02 0.05
H 2.820 -5.251 -2.812 0.00 0.01 -0.02
H 3.902 -3.877 -1.101 0.01 0.00 -0.02
H 3.250 0.812 2.036 0.02 -0.03 0.06
H 5.186 -1.116 2.378 -0.01 -0.02 0.01
H 4.423 -3.055 0.927 0.00 -0.02 -0.02
N -1.850 0.476 -0.812 0.70 -0.25 0.13
C -1.555 0.407 -2.277 0.29 0.09 0.02
C -0.041 0.277 -2.462 -1.04 -0.88 -1.53
O 0.470 -0.392 -3.304 0.08 0.43 0.21
O 0.613 0.924 -1.489 0.86 0.48 -0.06
H -2.467 -0.290 -0.562 -0.05 0.02 0.06
H -2.350 1.333 -0.599 0.07 0.06 0.14
H -1.893 1.304 -2.794 -0.04 0.03 0.08
H -2.025 -0.451 -2.749 -0.04 0.00 0.06